Formula: C43H49N2O5PSSbSr
Source: the OMol25 dataset
Level of theory: ωB97M-V/def2-TZVPD

Summary:
* multiplicity: 1
* energy relative to the best compared isomer or geometry (same formula, charge and spin): 0.700 eV
* F_max: 0.851 eV/A
* molecular weight: 946.295 g/mol
* orbital gap: 7.1 eV
* total charge: -1
* calculated total energy: -3164.38362 Eh

Element x y z (Å)
Sr1 0.122 0.563 0.072
O1 1.402 -0.856 -1.368
C1 1.441 -1.225 -2.594
C2 2.080 -2.444 -2.973
C3 2.138 -2.875 -4.273
C4 1.556 -2.134 -5.308
C5 0.917 -0.961 -4.980
C6 0.846 -0.476 -3.665
C7 0.118 0.761 -3.495
N1 -0.007 1.489 -2.456
C8 -0.838 2.664 -2.598
C9 -1.931 2.738 -1.512
N2 -2.090 1.476 -0.822
C10 -3.187 1.268 -0.209
C11 -3.515 0.173 0.669
C12 -4.763 0.264 1.305
C13 -5.210 -0.671 2.206
C14 -4.375 -1.758 2.495
C15 -3.152 -1.887 1.892
C16 -2.654 -0.939 0.947
O2 -1.511 -1.109 0.402
H1 2.522 -3.035 -2.181
H2 2.636 -3.811 -4.498
H3 1.597 -2.478 -6.333
H4 0.445 -0.375 -5.762
H5 -0.381 1.092 -4.420
H6 -1.294 2.696 -3.598
H7 -0.201 3.548 -2.505
H8 -2.876 3.072 -1.961
H9 -1.647 3.489 -0.767
H10 -4.002 2.004 -0.289
H11 -5.388 1.121 1.072
H12 -6.177 -0.568 2.682
H13 -4.696 -2.507 3.210
H14 -2.504 -2.726 2.118
O3 -0.905 1.849 2.040
S1 0.139 2.868 2.067
O4 -0.243 4.138 1.490
O5 1.373 2.310 1.509
C17 0.409 3.167 3.807
C18 0.254 4.460 4.284
C19 0.366 4.713 5.641
C20 0.623 3.668 6.517
C21 0.783 2.382 6.030
C22 0.684 2.107 4.666
P1 0.986 0.405 4.016
C23 -0.391 -0.530 4.756
C24 -0.294 -1.923 4.761
C25 -1.348 -2.702 5.204
C26 -2.527 -2.101 5.623
C27 -2.647 -0.721 5.582
C28 -1.585 0.062 5.151
C29 2.412 0.005 5.112
C30 2.367 -0.735 6.289
C31 3.514 -0.918 7.052
C32 4.716 -0.353 6.655
C33 4.773 0.381 5.477
C34 3.634 0.545 4.708
H15 0.035 5.247 3.577
H16 0.245 5.722 6.014
H17 0.704 3.855 7.580
H18 0.998 1.575 6.718
H19 0.615 -2.398 4.406
H20 -1.255 -3.781 5.206
H21 -3.359 -2.708 5.956
H22 -3.576 -0.248 5.870
H23 -1.694 1.138 5.106
H24 1.430 -1.163 6.622
H25 3.464 -1.498 7.965
H26 5.607 -0.493 7.253
H27 5.710 0.815 5.152
H28 3.680 1.106 3.782
C35 2.887 -4.579 4.207
C36 3.934 -4.011 3.259
C37 5.171 -3.561 4.022
Sb1 3.104 -2.343 2.106
C38 1.941 -3.509 0.678
C39 0.510 -3.703 1.166
C40 2.581 -4.827 0.269
C41 4.894 -2.041 0.884
C42 5.678 -0.860 1.446
C43 4.543 -1.814 -0.582
H29 3.283 -5.437 4.760
H30 1.990 -4.907 3.682
H31 2.588 -3.829 4.944
H32 4.222 -4.770 2.529
H33 4.941 -2.726 4.687
H34 5.971 -3.245 3.351
H35 5.562 -4.374 4.643
H36 1.900 -2.831 -0.181
H37 0.467 -4.322 2.065
H38 -0.087 -4.203 0.397
H39 0.016 -2.750 1.374
H40 2.562 -5.547 1.091
H41 3.620 -4.709 -0.042
H42 2.032 -5.276 -0.565
H43 5.492 -2.954 0.982
H44 5.110 0.066 1.327
H45 6.627 -0.732 0.916
H46 5.896 -0.974 2.511
H47 3.777 -1.042 -0.707
H48 4.161 -2.719 -1.055
H49 5.428 -1.498 -1.143